*i*
This record from OMol25 describes the molecule C5H8N2. The level of theory is ωB97M-V with the def2-TZVPD basis set.

XYZ file:
```
15
C5H8N2 | OMol25 | ωB97M-V with the def2-TZVPD basis set
N -0.81 -0.16 -0.45
H -0.11 1.32 -1.66
C -0.68 1.22 -0.73
H -1.70 1.57 -0.92
N 0.47 2.76 1.07
C -1.31 -0.87 0.64
H -2.38 -1.14 0.50
C 0.11 -1.18 -0.18
H -1.09 -0.71 1.70
H 2.28 -1.61 -0.14
C -0.06 2.07 0.30
H 0.01 -2.11 -0.75
H 1.80 -0.42 1.11
H 1.90 0.05 -0.58
C 1.59 -0.78 0.09
```

Output
- multiplicity = 1
- total charge = 0
- SMILES string = C[C@H]1CN1CC#N
- LUMO energy (hartree) = 0.0303
- Kohn-Sham gap (eV) = 10.01

=====

*ii*
This record from OMol25 describes the molecule C5H8N2. The level of theory is ωB97M-V with the def2-TZVPD basis set.

XYZ file:
```
15
C5H8N2 | OMol25 | ωB97M-V with the def2-TZVPD basis set
H 0.03 -2.23 0.08
C 1.36 0.43 -0.88
H 2.10 -0.34 -0.67
C -0.71 -1.45 -0.08
C -0.10 -0.02 -0.28
H 1.86 1.41 -1.04
H -1.69 0.96 0.93
H -0.04 -0.23 -2.39
H -1.42 -1.50 0.76
H -1.30 -1.74 -0.97
C -0.61 1.00 0.74
N 0.62 0.58 3.02
C 0.08 0.77 2.02
H -0.34 1.99 0.37
N 0.15 0.38 -1.61
```

Output
- multiplicity = 1
- total charge = 0
- SMILES string = C[C@@]1(CC#N)CN1
- LUMO energy (hartree) = 0.0317
- Kohn-Sham gap (eV) = 10.40

=====

Short version: *ii* is the most stable of them.

=====

*i*
This record from OMol25 describes a structure of composition C8H12. The level of theory is ωB97M-V with the def2-TZVPD basis set.

XYZ file:
```
20
C8H12 | OMol25 | ωB97M-V with the def2-TZVPD basis set
H -1.47 -2.06 -0.03
H -0.93 -0.09 -1.94
H 2.68 1.46 0.15
C -1.48 -0.12 -1.05
H 2.02 0.65 -1.35
H -1.23 0.01 2.12
H 2.59 -1.42 -0.37
H -2.68 0.10 1.14
C 1.88 0.70 -0.26
H -1.34 1.99 -0.21
H 0.53 1.04 1.24
C -1.08 -1.05 0.04
C 0.46 -0.71 -0.03
C 0.43 0.78 0.21
C -1.05 1.01 -0.05
H 0.60 -0.72 -1.05
C 1.94 -0.81 0.31
H -2.54 -0.11 -1.29
H 2.23 -0.73 1.38
C -1.58 0.05 1.06
```

Output
- multiplicity = 1
- total charge = 0
- LUMO energy (hartree) = 0.0435
- Kohn-Sham gap (eV) = 10.37

=====

*ii*
This record from OMol25 describes a cluster of 2 separate species, C8H12 in total. The level of theory is ωB97M-V with the def2-TZVPD basis set.

XYZ file:
```
20
C8H12 | OMol25 | ωB97M-V with the def2-TZVPD basis set
H 0.84 2.32 -0.35
H -1.00 -1.81 1.95
H 2.69 -0.06 -1.11
H -2.55 0.66 1.12
H -1.41 1.80 0.59
H 0.47 -1.96 0.96
C -0.21 -1.24 1.44
C -0.59 -0.21 0.44
H 0.82 1.78 -2.09
H -0.73 2.08 -1.13
C -1.45 0.87 1.16
H 1.73 -1.50 -1.86
C 0.39 1.62 -1.14
C 0.21 0.17 -0.71
C -1.66 -1.41 -1.66
C -0.90 -0.71 -0.97
H 2.14 -1.44 -0.06
H -1.09 0.74 2.26
C 1.97 -0.88 -1.04
H 0.34 -0.82 2.20
```

Output
- multiplicity = 1
- total charge = 0
- LUMO energy (hartree) = 0.0043
- Kohn-Sham gap (eV) = 9.29

=====

Short version: *i* is the most stable of them.

=====

*i*
This record from OMol25 describes the ion CH2NO3S with charge -1. The level of theory is ωB97M-V with the def2-TZVPD basis set.

XYZ file:
```
8
CH2NO3S | OMol25 | ωB97M-V with the def2-TZVPD basis set
O 0.41 -0.02 1.79
O -1.75 -0.18 1.07
S 1.61 0.48 -0.77
O -0.87 -0.19 -1.53
H 1.35 0.05 1.25
C -0.02 0.08 -0.43
H -0.19 -0.11 -2.15
N -0.54 -0.13 0.78
```

Output
- multiplicity = 1
- total charge = -1
- SMILES string = [O-]N(O)C(O)=S
- LUMO energy (hartree) = 0.1328
- Kohn-Sham gap (eV) = 6.33

=====

*ii*
This record from OMol25 describes the ion CH2NO3S with charge -1. The level of theory is ωB97M-V with the def2-TZVPD basis set.

XYZ file:
```
8
CH2NO3S | OMol25 | ωB97M-V with the def2-TZVPD basis set
C -1.64 0.19 -0.24
N 1.38 -0.18 1.24
H -2.38 1.02 -0.45
O -2.14 -0.75 0.35
H 2.14 0.47 1.38
S 1.14 -0.75 -0.25
O 1.99 -0.13 -1.29
O -0.49 0.13 -0.74
```

Output
- multiplicity = 1
- total charge = -1
- LUMO energy (hartree) = 0.1504
- Kohn-Sham gap (eV) = 8.51

=====

Short version: *ii* is the most stable of them.

=====

*i*
This record from OMol25 describes a cluster of 14 separate species, C42H112O14 in total. The level of theory is ωB97M-V with the def2-TZVPD basis set.

XYZ file:
```
168
C42H112O14 | OMol25 | ωB97M-V with the def2-TZVPD basis set
H -0.67 3.20 -6.39
C -2.59 4.93 3.51
C -1.53 -3.69 -2.97
H -0.54 5.50 -0.33
H -1.16 -2.76 -3.33
H 1.85 3.93 3.24
H 1.53 -2.74 -3.08
H -0.58 0.83 -7.04
H 5.45 -3.04 0.93
O -2.74 4.42 -1.62
H -0.72 3.16 1.12
O 3.99 -3.44 -3.73
H -3.62 -5.50 -2.45
C -5.15 -1.60 0.67
H -0.10 1.50 -0.61
H 2.73 -5.23 0.95
H -2.39 2.84 5.75
H 3.11 -5.05 4.55
H 0.28 -0.33 -2.40
H -5.56 -0.59 0.59
H 0.87 -5.89 -0.15
H -2.80 1.44 6.71
H -4.46 -0.35 4.35
H -4.05 1.56 0.49
H -1.77 5.49 -3.91
H 0.88 -4.06 3.94
H 1.08 -1.97 -4.55
H 2.61 -3.67 2.54
H 2.18 1.00 -7.05
H 3.74 1.90 4.23
C -3.67 1.04 -2.88
H -5.36 0.67 -1.53
H 6.27 -2.36 -0.43
H 0.13 3.12 -7.94
H -2.68 1.98 -0.66
H 4.79 0.63 1.07
H 0.19 -0.03 -4.80
H -2.81 -3.24 2.68
H 4.67 -2.16 -5.91
H 3.50 -1.51 -3.96
H -4.00 2.67 6.29
H -1.82 4.77 4.29
H 3.23 -1.32 3.98
C 1.60 2.20 4.01
C 0.51 -3.98 0.73
H 1.76 0.64 5.49
O 3.06 2.86 0.46
H 1.26 1.30 -4.62
H 5.38 3.91 0.01
H -3.71 4.81 1.28
C 4.93 3.55 -0.92
C -1.44 3.28 1.92
H 4.59 -4.39 3.84
H -1.21 -0.57 -1.71
H 0.77 1.69 3.49
H 2.11 -0.15 -0.60
H -2.43 -3.02 -1.20
H -4.03 -3.92 1.47
H 0.72 -2.33 3.60
H 3.27 -1.52 1.51
H -0.42 -3.89 0.20
H -0.71 -4.20 -2.44
H -1.97 3.76 -4.08
H 2.86 2.08 -2.24
C 0.31 1.30 -6.64
C -2.77 -3.50 -2.09
C 2.71 3.14 -1.99
H 4.00 -3.69 5.26
H 3.07 -1.49 -6.29
C 0.81 -5.45 0.85
H 1.40 -3.67 -4.56
C -1.95 4.68 2.12
H -2.82 4.82 -0.73
C 0.32 1.00 -5.14
H 1.48 -2.88 5.16
H -5.44 -1.95 3.20
C 4.54 -1.29 0.08
C -4.13 -1.75 1.76
H -5.87 -2.42 0.55
H -1.21 -6.06 0.88
H -0.62 -5.86 2.48
C -3.36 -3.06 1.73
C 3.40 3.58 -0.68
H 3.17 4.65 -0.50
H -3.13 0.29 -0.39
H -1.64 -4.36 -3.82
H 0.12 -1.60 -1.15
H 0.32 -3.62 1.74
H 0.26 0.59 1.86
H -2.81 1.70 -3.03
H 2.91 0.78 3.17
O 2.06 -5.62 1.49
O -2.80 5.08 1.10
O -5.10 2.59 -1.69
H -4.28 -4.76 -1.00
H 3.23 2.39 2.57
O -4.33 0.28 5.08
H -0.91 6.42 -1.71
H -0.45 1.66 -4.73
H -2.10 -0.02 3.39
C 5.27 -2.60 -0.04
C -1.43 4.38 -2.07
H -1.73 -0.22 5.08
H -2.27 2.55 1.79
O 1.38 3.58 3.99
H -2.63 -2.99 0.93
C 1.75 -2.71 -4.15
H -4.55 -1.70 -0.25
C 0.20 2.83 -6.90
C -3.42 -4.85 -1.61
C -3.52 1.31 -0.43
H -4.36 -3.10 -3.24
H 3.10 3.73 -2.82
H -3.38 -0.97 1.61
H -3.48 4.33 3.73
H 4.79 -3.29 -0.72
H -3.31 0.02 -2.82
H 2.12 2.29 6.12
H 3.92 -4.32 -4.11
H -0.39 4.46 -3.92
H 3.40 -3.16 -6.47
O 1.64 0.69 -0.51
H 5.65 -0.63 1.91
C 0.27 0.48 -0.38
H -0.94 3.04 2.88
C -1.41 4.55 -3.57
C -0.55 5.44 -1.42
H -2.93 5.97 3.66
C 3.61 -2.30 -5.86
H 2.52 2.10 0.24
C -4.48 1.34 -1.61
H -1.27 1.30 4.24
O 1.34 0.67 -7.34
H -1.04 3.35 -1.98
H 0.48 1.77 5.87
H 1.63 3.25 -2.02
C 5.34 -0.30 0.91
H -4.30 1.13 -3.74
H -2.64 -5.31 -1.02
C -0.16 -0.57 -1.43
H -1.12 5.41 2.09
C -2.02 0.51 4.35
H 0.48 5.32 -1.81
C 2.79 -3.19 3.49
H -3.60 1.85 3.85
C 3.22 -2.46 -4.39
C 3.66 -4.13 4.32
C 1.48 1.72 5.45
O 3.38 -1.95 3.28
C 1.36 -3.10 4.11
C 2.96 1.81 3.46
H 6.25 -0.05 0.33
O -4.63 -1.45 3.03
C -0.32 -6.22 1.50
H -1.24 0.15 1.16
H 5.27 2.55 -1.17
H 4.48 -0.88 -0.93
H 1.27 -3.36 0.26
O -3.77 -2.63 -2.64
O 3.22 -1.48 0.54
H 0.06 -1.05 1.27
H -0.13 -7.31 1.46
H -4.42 3.29 -1.65
C -0.16 0.02 1.03
H 5.21 4.26 -1.73
H 1.03 3.43 -6.49
C -3.34 1.21 4.75
C -3.16 2.11 5.94
```

Output
- multiplicity = 1
- total charge = 0
- LUMO energy (hartree) = 0.0146
- Kohn-Sham gap (eV) = 9.87

=====

*ii*
This record from OMol25 describes a cluster of 14 separate species, C42H112O14 in total. The level of theory is ωB97M-V with the def2-TZVPD basis set.

XYZ file:
```
168
C42H112O14 | OMol25 | ωB97M-V with the def2-TZVPD basis set
H -4.94 14.72 6.84
C -4.85 16.51 10.74
C -5.73 17.64 11.21
H -2.56 13.82 6.74
H -6.43 6.24 8.37
H -3.15 10.61 16.31
H -6.64 13.35 17.96
C -7.84 8.07 14.12
O -7.72 14.66 6.93
H -8.03 12.68 11.92
H -6.86 18.02 14.27
H -9.74 14.27 5.49
C -10.77 10.64 12.59
C -5.39 15.72 9.57
O -5.71 12.25 12.98
C -5.96 12.93 17.22
H -4.18 14.86 16.43
C -7.45 11.89 11.43
H -8.99 14.82 9.21
H -11.28 10.28 13.49
C -9.58 14.51 8.35
C -6.00 12.23 11.56
H -2.29 11.92 12.74
H -10.88 12.61 10.67
H -10.65 11.16 9.67
H -5.30 11.28 9.77
H -5.00 4.12 8.14
H -3.22 14.81 17.94
H -10.02 9.90 12.31
H -11.22 15.18 13.99
H -5.43 10.17 11.14
C -8.80 11.82 15.44
H -8.96 6.43 14.98
H -5.55 17.34 15.21
H -3.04 8.82 13.59
C -3.92 8.94 14.23
H -10.56 8.22 15.70
H -7.57 15.79 12.95
H -10.61 12.96 15.06
H -8.91 17.04 14.47
H -8.29 12.89 7.82
H -7.80 11.88 10.39
H -10.05 15.39 7.90
C -4.94 12.72 7.54
C -9.58 13.37 6.09
H -4.69 15.85 11.61
C -9.99 12.63 15.91
H -10.56 15.01 11.01
H -5.58 8.13 16.38
H -4.52 8.76 17.60
H -1.55 15.06 11.16
H -5.90 7.65 10.46
H -2.13 8.90 9.24
C -10.40 14.96 12.08
H -5.38 9.86 16.41
C -1.41 8.78 8.42
H -9.49 15.48 12.38
C -3.60 8.77 15.71
H -5.79 13.24 11.19
O 0.33 10.24 9.28
O -3.53 17.01 10.38
C -5.71 5.92 9.14
C -5.17 7.18 9.81
H -10.36 13.85 8.73
H -9.17 10.91 14.93
C -5.14 11.19 10.85
O -6.41 5.19 10.14
H -3.10 12.73 5.46
O -11.50 16.93 13.00
H -0.76 7.93 8.58
H -6.70 17.28 11.53
H -5.86 18.41 10.44
H -5.65 16.39 8.76
C -8.39 7.77 16.55
H -4.55 15.09 9.25
C -2.32 13.95 12.84
H -4.75 7.90 9.11
C -3.30 13.69 5.95
C -0.64 10.07 8.24
H -6.14 11.86 17.19
C -8.80 7.50 15.13
H -4.37 6.88 10.50
H -3.57 12.70 16.01
H -7.56 7.13 16.86
C -4.63 5.09 8.49
H -0.12 10.02 7.26
C -4.19 14.61 17.49
H -0.90 12.17 8.27
H -2.14 11.30 7.35
H -8.24 7.97 13.11
O -3.63 12.35 16.91
H -6.17 15.04 9.89
H -4.73 12.27 13.04
O -9.49 13.76 16.67
H -7.70 10.94 11.91
O -8.81 16.36 15.15
H -4.24 9.97 14.06
C -11.50 15.49 12.98
H -12.22 8.91 11.63
C -11.81 10.85 11.50
H -11.72 17.24 12.11
C -12.86 14.96 12.56
H -3.12 14.61 13.16
H -8.13 8.81 16.78
H -1.25 14.12 14.70
O -5.64 13.52 5.38
H -10.99 10.80 16.40
O -2.86 12.60 13.12
C -11.35 11.69 10.32
H -4.07 11.25 11.06
H -3.13 7.81 15.93
H -3.78 4.91 9.16
H -7.20 14.26 6.21
C -7.02 15.37 13.79
H -6.10 13.25 16.18
H -9.09 14.38 16.03
H -13.66 15.36 13.18
H -6.68 4.35 9.76
H -9.23 7.49 17.21
C -6.64 17.44 15.18
H -8.21 12.33 14.68
H -4.41 13.00 8.45
H -4.93 15.28 17.94
C -2.03 14.11 11.36
C -7.37 16.10 15.11
H -12.21 11.97 9.72
H -7.65 9.13 14.29
H -7.08 15.47 15.95
O -12.21 9.58 10.93
H -4.71 8.28 13.88
H -2.95 14.05 10.77
H -6.00 12.62 7.79
H -13.04 15.29 11.53
H -6.91 7.50 14.12
H -3.09 14.45 5.18
H -11.82 12.22 17.03
H -4.62 11.71 7.23
H -12.90 13.87 12.55
H -10.32 11.67 17.79
C -1.52 11.27 8.23
O -10.06 8.15 14.88
C -1.05 14.14 13.64
H -2.09 11.30 9.17
H -4.45 12.84 18.70
C -4.71 13.73 6.45
H -10.29 11.59 12.84
H -10.19 13.92 12.36
H -8.23 11.52 16.31
H -4.20 5.57 7.60
H -7.16 14.30 13.91
H -0.40 13.27 13.47
H -1.38 13.30 11.00
H -5.96 15.50 13.54
H -9.06 12.61 5.50
C -10.84 11.79 16.84
C -4.56 13.19 17.68
H -5.26 18.11 12.09
H -0.54 15.05 13.32
H 1.15 9.82 9.01
H -3.43 17.87 10.80
C -8.75 13.76 7.31
H -10.55 12.95 6.37
H -6.96 18.04 16.03
H -12.71 11.32 11.92
H -2.01 8.55 7.53
O -2.64 9.80 16.11
C -4.85 8.92 16.57
H -5.32 12.91 4.72
```

Output
- multiplicity = 1
- total charge = 0
- LUMO energy (hartree) = 0.0160
- Kohn-Sham gap (eV) = 9.97

=====

Short version: *ii* is the most stable of them.